# 1
ORCA calculation (the ωB97M-V functional and the def2-TZVPD basis) on C20H19N6O2Pd as an isolated structure.

```
48
C20H19N6O2Pd (the ωB97M-V functional and the def2-TZVPD basis)
Pd 0.52 0.92 0.88
C -2.17 -1.00 -0.34
N -0.85 -1.56 -0.18
C -0.64 -2.49 0.90
C -0.12 -1.81 2.14
N 0.29 -0.57 2.22
C 0.68 -0.36 3.55
C 1.20 0.77 4.17
C 1.49 0.66 5.52
C 1.29 -0.53 6.22
C 0.78 -1.66 5.61
C 0.49 -1.54 4.26
N -0.03 -2.44 3.33
C -2.39 0.30 0.38
N -1.49 1.12 0.85
C -2.16 2.24 1.35
C -1.67 3.40 1.94
C -2.60 4.34 2.33
C -3.97 4.14 2.13
C -4.47 2.99 1.54
C -3.52 2.05 1.15
N -3.64 0.81 0.54
H -2.95 -1.70 -0.02
H -2.35 -0.81 -1.41
H -0.41 -1.81 -1.05
H 0.09 -3.24 0.59
H -1.56 -3.03 1.16
H 1.36 1.69 3.63
H 1.90 1.52 6.04
H 1.54 -0.57 7.28
H 0.63 -2.58 6.16
H -0.29 -3.40 3.51
H -0.61 3.55 2.07
H -2.26 5.26 2.78
H -4.67 4.91 2.45
H -5.53 2.85 1.39
H -4.49 0.37 0.24
O 2.57 1.06 0.73
C 2.44 2.13 0.05
C 3.46 3.02 -0.57
C 2.58 4.02 -1.33
C 1.13 3.66 -0.95
O 0.14 4.24 -1.28
N 1.18 2.53 -0.13
H 4.15 2.45 -1.19
H 4.05 3.49 0.22
H 2.67 3.90 -2.41
H 2.77 5.06 -1.09
```

- Orbital gap: 9.143 eV
- HOMO level: -11.669 eV
- DFT total energy: -1380.34808 Eh
- Energy above the lowest of the compared OMol25 structures with the same formula, charge and spin: 0.0 kcal per mole
- F_max: 0.809 eV/A
- Lowest unoccupied orbital energy: -2.5 eV
- Charge: +1



# 2
ORCA calculation (the ωB97M-V functional and the def2-TZVPD basis) on C27H76B2N4O9SnTi as an isolated structure.

```
120
C27H76B2N4O9SnTi (the ωB97M-V functional and the def2-TZVPD basis)
Sn -25.57 17.08 -27.58
Ti -27.28 17.72 -30.40
B -27.01 18.60 -29.00
H -26.76 19.16 -28.12
H -27.85 17.99 -28.71
H -27.21 19.29 -29.81
H -26.19 17.98 -29.33
B -26.47 16.11 -29.69
H -25.88 16.91 -30.09
H -25.82 15.38 -29.24
H -27.13 16.48 -28.92
H -27.06 15.69 -30.49
C -29.11 18.66 -26.74
O -28.12 17.50 -26.68
C -28.51 16.43 -25.94
C -28.04 15.17 -26.53
N -26.60 15.08 -26.70
C -26.25 13.93 -27.45
C -24.81 13.70 -27.40
O -24.12 14.72 -28.07
C -22.75 14.56 -28.01
H -29.12 19.35 -25.90
H -30.15 18.33 -26.79
H -28.89 19.33 -27.57
H -29.60 16.49 -25.88
H -28.15 16.42 -24.91
H -28.57 15.12 -27.48
H -28.51 14.26 -26.17
H -26.14 15.02 -25.80
H -26.63 14.08 -28.46
H -26.77 13.02 -27.14
H -24.69 12.68 -27.77
H -24.45 13.71 -26.38
H -22.34 14.51 -27.00
H -22.22 15.35 -28.54
H -22.47 13.58 -28.39
C -27.11 12.18 -29.57
O -25.94 12.45 -30.28
C -25.48 13.76 -30.05
C -24.17 14.16 -30.82
N -22.92 13.85 -30.16
C -22.57 12.43 -30.32
C -21.25 12.32 -29.68
O -20.19 13.02 -30.29
C -18.86 12.63 -29.89
H -26.91 12.37 -28.52
H -27.57 11.19 -29.67
H -27.84 12.97 -29.77
H -25.36 13.89 -28.98
H -26.31 14.40 -30.35
H -24.13 15.14 -31.28
H -24.33 13.68 -31.79
H -22.26 14.54 -30.49
H -22.52 12.14 -31.37
H -23.23 11.79 -29.75
H -21.05 11.25 -29.70
H -21.24 12.51 -28.61
H -18.73 11.58 -30.17
H -18.66 12.64 -28.82
H -18.10 13.23 -30.38
C -27.14 16.46 -32.18
O -27.45 15.08 -32.43
C -26.46 14.16 -31.98
C -26.93 12.73 -32.35
N -27.52 12.71 -33.75
C -26.61 12.58 -34.91
C -27.50 12.45 -36.18
O -27.98 13.80 -36.26
C -28.84 14.22 -37.34
H -26.45 16.58 -31.35
H -28.05 16.92 -31.78
H -26.87 16.97 -33.11
H -26.41 14.24 -30.89
H -25.45 14.44 -32.28
H -27.74 12.64 -31.62
H -26.39 11.82 -32.09
H -27.86 13.66 -33.85
H -26.06 11.66 -34.71
H -26.05 13.52 -34.89
H -28.30 11.76 -35.92
H -26.84 12.28 -37.02
H -28.04 14.42 -38.06
H -29.44 15.04 -36.94
H -29.52 13.47 -37.75
C -23.85 16.80 -30.87
O -23.69 16.62 -29.44
C -22.69 17.35 -28.74
C -22.99 18.87 -28.54
N -23.82 18.95 -27.38
C -24.56 20.12 -27.08
C -25.38 19.95 -25.73
O -26.10 18.72 -25.63
C -26.96 18.73 -24.52
H -24.57 16.13 -31.33
H -22.85 16.67 -31.26
H -24.36 17.72 -31.16
H -21.78 17.27 -29.34
H -22.56 16.77 -27.83
H -23.36 19.35 -29.45
H -22.13 19.44 -28.18
H -23.29 18.68 -26.57
H -25.33 20.20 -27.84
H -23.98 21.04 -27.07
H -26.00 20.84 -25.63
H -24.72 20.08 -24.88
H -27.52 17.80 -24.47
H -27.71 19.51 -24.61
H -26.36 18.86 -23.62
C -28.82 14.22 -31.14
C -29.35 14.80 -29.82
C -29.42 13.83 -28.63
O -28.57 15.88 -29.41
H -27.90 13.71 -30.87
H -28.76 14.99 -31.91
H -29.43 13.38 -31.46
H -30.34 15.14 -30.11
H -28.48 13.48 -28.21
H -30.06 12.97 -28.85
H -30.06 14.35 -27.91
H -27.66 15.72 -29.65
```

- 2S+1: 4
- Orbital gap (spin up / spin down): 4.735 / 7.285 eV
- HOMO level (spin up / spin down): -6.763 / -9.516 eV
- DFT total energy: -3081.93806 Eh
- Expectation value of S²: 3.77
- F_max: 19.558 eV/A
- Lowest unoccupied orbital energy (spin up / spin down): -2.0 / -2.2 eV
- Charge: +1



# 3
ORCA calculation (the ωB97M-V functional and the def2-TZVPD basis) on C24H32AsClN2PSe2Si2Ti as an isolated structure.

```
66
C24H32AsClN2PSe2Si2Ti (the ωB97M-V functional and the def2-TZVPD basis)
Ti 0.27 -0.79 0.24
Se 2.94 -0.21 0.44
P 2.27 1.82 0.13
Se 0.14 1.99 -0.15
C 2.86 2.82 1.53
C 1.99 3.61 2.26
C 2.45 4.34 3.36
C 3.79 4.29 3.71
C 4.67 3.50 2.97
C 4.21 2.77 1.89
C 3.13 2.54 -1.32
C 2.56 3.60 -2.02
C 3.23 4.17 -3.09
C 4.48 3.69 -3.47
C 5.05 2.63 -2.77
C 4.38 2.06 -1.70
H 0.94 3.63 1.99
H 1.76 4.94 3.93
H 4.15 4.85 4.56
H 5.72 3.46 3.25
H 4.89 2.13 1.34
H 1.58 3.96 -1.74
H 2.78 4.98 -3.64
H 5.00 4.12 -4.32
H 6.02 2.25 -3.07
H 4.80 1.21 -1.17
Cl -1.91 -0.71 -0.42
N -0.07 0.66 7.43
C -0.05 0.36 6.31
C -0.02 0.00 4.94
C 0.91 -0.96 4.44
C 0.93 -1.27 3.12
N 0.07 -0.71 2.19
C -0.88 0.17 2.70
C -0.94 0.54 4.00
H 1.62 -1.43 5.11
H 1.63 -1.99 2.73
H -1.60 0.55 1.98
H -1.70 1.24 4.32
C -2.33 -4.22 -1.49
Si -1.13 -4.29 -0.06
C -0.68 -6.11 0.13
C -1.96 -3.77 1.54
As 0.91 -3.16 -0.26
Si 0.92 -2.59 -2.55
C 1.04 -4.18 -3.53
C -0.44 -1.57 -3.34
C 2.48 -1.61 -2.94
H -3.12 -4.96 -1.34
H -1.82 -4.45 -2.43
H -2.78 -3.23 -1.59
H -1.57 -6.76 0.19
H -0.08 -6.27 1.02
H -0.08 -6.43 -0.73
H -2.76 -4.46 1.82
H -2.38 -2.76 1.44
H -1.22 -3.75 2.34
H 0.12 -4.77 -3.44
H 1.86 -4.79 -3.14
H 1.22 -3.99 -4.60
H -1.45 -1.93 -3.11
H -0.30 -1.61 -4.43
H -0.39 -0.53 -3.03
H 3.35 -1.98 -2.41
H 2.36 -0.55 -2.68
H 2.68 -1.66 -4.02
```

- 2S+1: 3
- Orbital gap (spin up / spin down): 5.517 / 7.290 eV
- HOMO level (spin up / spin down): -3.182 / -4.961 eV
- DFT total energy: -10312.17738 Eh
- Expectation value of S²: 2.03
- F_max: 1.054 eV/A
- Lowest unoccupied orbital energy (spin up / spin down): 2.3 / 2.3 eV
- Charge: -1



# 4
ORCA calculation (the ωB97M-V functional and the def2-TZVPD basis) on a 7-piece molecular cluster, C7H28O7 overall.

```
42
C7H28O7 (the ωB97M-V functional and the def2-TZVPD basis)
C 4.01 -1.41 0.92
O 3.44 -1.43 -0.38
H 5.08 -1.59 0.83
H 3.90 -0.43 1.40
H 3.57 -2.16 1.58
H 2.57 -1.01 -0.33
C -0.22 -2.32 -2.86
O -0.37 -2.57 -1.48
H -0.91 -2.93 -3.47
H -0.48 -1.29 -3.09
H 0.78 -2.56 -3.22
H 0.19 -3.32 -1.25
C -3.62 -3.38 -1.18
O -3.03 -2.46 -0.28
H -4.62 -3.59 -0.82
H -3.70 -2.96 -2.19
H -3.07 -4.33 -1.20
H -2.10 -2.39 -0.52
C 0.97 0.97 4.46
O 1.81 0.06 5.14
H 1.34 1.25 3.47
H -0.03 0.54 4.34
H 0.82 1.91 5.01
H 2.71 0.17 4.82
C -3.05 4.61 1.63
O -2.54 3.72 0.64
H -3.57 5.42 1.12
H -3.78 4.12 2.28
H -2.25 5.03 2.23
H -2.56 2.82 0.99
C 1.24 1.21 -3.28
O 1.60 2.55 -3.50
H 1.38 0.59 -4.18
H 1.79 0.83 -2.43
H 0.17 1.12 -3.02
H 1.02 2.92 -4.17
C 0.23 0.69 0.57
O 0.86 -0.35 -0.20
H 0.95 1.50 0.64
H -0.67 1.02 0.06
H -0.03 0.28 1.55
H 0.20 -0.88 -0.64
```

- Orbital gap: 10.278 eV
- SMILES: CO.CO.CO.CO.CO.CO.CO
- HOMO level: -9.850 eV
- DFT total energy: -810.04335 Eh
- Energy above the lowest of the compared OMol25 structures with the same formula, charge and spin: 80.2 kcal per mole
- F_max: 1.256 eV/A
- Lowest unoccupied orbital energy: 0.4 eV
- Charge: 0



# 5
ORCA calculation (the ωB97M-V functional and the def2-TZVPD basis) on C18H12N5O8S2V as an isolated structure.

```
46
C18H12N5O8S2V (the ωB97M-V functional and the def2-TZVPD basis)
V 0.04 0.49 0.03
O -1.12 6.13 1.75
C -0.89 5.02 1.41
C -1.90 4.04 0.72
O -3.04 4.24 0.46
C -1.07 2.83 0.49
C 0.19 2.95 0.95
O 0.94 1.84 0.74
C 0.48 4.27 1.56
O 1.48 4.68 2.04
O -1.34 1.65 -0.09
C 0.04 -3.82 -0.79
N -1.23 -3.09 -0.69
C -2.34 -3.39 -1.44
C -3.32 -2.54 -1.05
N -2.79 -1.73 -0.08
C -1.50 -2.06 0.13
S -0.40 -1.34 1.28
H 0.04 -4.31 -1.77
H 0.09 -4.57 -0.01
H 0.87 -3.12 -0.68
H -2.28 -4.19 -2.19
H -4.35 -2.45 -1.36
H -3.28 -1.01 0.44
O -1.34 -5.48 -2.98
S -1.03 -6.07 -4.30
O -0.38 -7.35 -4.22
O -2.07 -5.88 -5.27
C 0.28 -4.94 -4.89
N 1.14 -5.35 -5.83
C 2.09 -4.50 -6.19
C 2.22 -3.23 -5.64
C 1.25 -2.89 -4.72
N 0.28 -3.74 -4.36
C 1.13 -1.67 -3.90
C -0.18 -1.31 -3.53
C -0.36 -0.58 -2.40
N 0.69 -0.08 -1.70
C 1.94 -0.23 -2.18
C 2.19 -1.01 -3.29
H 2.77 -4.84 -6.96
H 3.01 -2.55 -5.94
H -1.02 -1.74 -4.05
H -1.36 -0.34 -2.03
H 2.74 0.25 -1.63
H 3.22 -1.19 -3.59
```

- 2S+1: 2
- Orbital gap (spin up / spin down): 3.976 / 4.613 eV
- HOMO level (spin up / spin down): -11.101 / -11.101 eV
- DFT total energy: -3308.90434 Eh
- Expectation value of S²: 0.77
- Energy above the lowest of the compared OMol25 structures with the same formula, charge and spin: 8.9 kcal per mole
- F_max: 0.560 eV/A
- Lowest unoccupied orbital energy (spin up / spin down): -7.1 / -6.5 eV
- Charge: +1



# 6
ORCA calculation (the ωB97M-V functional and the def2-TZVPD basis) on a single C4H6O2 molecule.

```
12
C4H6O2 (the ωB97M-V functional and the def2-TZVPD basis)
O 1.82 -0.61 -0.84
C 0.57 -0.46 -0.39
C 0.32 -0.18 1.08
C -0.79 0.89 0.92
O -0.53 2.03 0.62
C -0.53 -0.26 -1.13
H 1.75 -0.68 -1.81
H -1.32 -0.79 -0.63
H 0.06 -1.05 1.71
H 1.18 0.34 1.50
H -1.84 0.56 1.07
H -0.69 0.21 -2.09
```

- Orbital gap: 9.346 eV
- SMILES: C=C(O)CC=O
- HOMO level: -8.595 eV
- DFT total energy: -306.40423 Eh
- Energy above the lowest of the compared OMol25 structures with the same formula, charge and spin: 64.0 kcal per mole
- F_max: 1.459 eV/A
- Lowest unoccupied orbital energy: 0.8 eV
- Charge: 0



# 7
ORCA calculation (the ωB97M-V functional and the def2-TZVPD basis) on a single C6H11NO molecule.

```
19
C6H11NO (the ωB97M-V functional and the def2-TZVPD basis)
C 2.31 -0.23 0.23
C 1.01 0.68 0.51
C -0.04 0.39 -0.65
C -0.59 -1.14 -0.72
N -1.76 -1.18 0.23
C -2.02 0.17 0.72
O -2.53 0.40 1.82
C -1.47 1.13 -0.42
H 3.16 0.47 -0.03
H 2.53 -0.86 1.16
H 2.16 -0.96 -0.63
H 0.65 0.40 1.55
H 1.24 1.79 0.53
H 0.50 0.66 -1.61
H 0.15 -1.94 -0.38
H -0.85 -1.38 -1.81
H -1.34 -1.62 1.08
H -1.13 2.18 -0.14
H -1.98 1.05 -1.44
```

- Orbital gap: 10.720 eV
- SMILES: CC[C@H]1CNC(=O)C1
- HOMO level: -9.840 eV
- DFT total energy: -365.17435 Eh
- Energy above the lowest of the compared OMol25 structures with the same formula, charge and spin: 35.8 kcal per mole
- F_max: 3.283 eV/A
- Lowest unoccupied orbital energy: 0.9 eV
- Charge: 0



# 8
ORCA calculation (the ωB97M-V functional and the def2-TZVPD basis) on C38H79InN4O6 as an isolated structure.

```
128
C38H79InN4O6 (the ωB97M-V functional and the def2-TZVPD basis)
In 3.48 -2.59 0.02
C -0.64 0.02 -0.74
C 0.67 -0.71 -0.52
O 1.00 -1.63 -1.31
O 1.28 -0.53 0.54
H -0.65 0.73 -1.57
H -1.06 0.52 0.13
H -1.30 -0.76 -1.13
C 0.08 -6.88 0.13
C 0.24 -5.33 -0.09
C -1.14 -4.71 -0.58
C -2.10 -4.40 0.57
C -1.42 -3.55 1.68
C -0.10 -4.16 2.22
N 0.78 -4.57 1.05
O 1.95 -5.17 1.48
C 0.66 -3.08 3.04
C -0.44 -5.36 3.16
C 1.28 -5.15 -1.22
H 0.97 -7.30 0.61
H -0.02 -7.50 -0.76
H -0.76 -7.15 0.77
H -0.98 -3.72 -1.01
H -1.57 -5.41 -1.29
H -2.25 -5.39 1.00
H -3.12 -4.17 0.25
H -2.14 -3.56 2.49
H -1.21 -2.51 1.40
H 1.52 -3.46 3.60
H 1.03 -2.33 2.34
H 0.04 -2.57 3.77
H -1.01 -6.07 2.57
H 0.37 -5.94 3.61
H -1.13 -5.16 3.98
H 2.24 -5.58 -0.93
H 1.41 -4.13 -1.59
H 0.93 -5.65 -2.13
H 1.58 -5.87 2.02
C -2.16 2.82 4.51
C -0.77 2.77 3.89
C -0.60 3.75 2.63
C -0.35 5.26 3.12
C 0.82 5.19 4.08
C 0.63 4.34 5.40
N 0.25 2.98 4.90
O 0.24 1.96 5.75
C 2.10 4.23 6.01
C -0.38 5.03 6.43
C -0.67 1.28 3.38
H -2.89 2.58 3.73
H -2.36 3.82 4.90
H -2.42 2.08 5.27
H 0.31 3.37 2.17
H -1.40 3.63 1.90
H -1.20 5.71 3.63
H -0.20 5.93 2.28
H 1.14 6.20 4.33
H 1.74 4.85 3.62
H 2.25 3.61 6.89
H 2.74 3.67 5.33
H 2.47 5.25 6.12
H -0.66 4.23 7.12
H 0.00 5.87 7.00
H -1.28 5.41 5.95
H -1.46 1.11 2.66
H -0.85 0.50 4.13
H 0.22 1.10 2.78
H 0.84 1.41 5.25
C 5.15 3.03 1.64
C 3.93 2.05 1.35
C 2.64 2.94 1.12
C 2.76 3.72 -0.27
C 2.92 2.69 -1.41
C 4.12 1.67 -1.31
N 4.24 1.19 0.13
O 5.14 0.21 0.33
C 3.85 0.54 -2.32
C 5.47 2.40 -1.78
C 3.53 1.23 2.59
H 5.17 3.96 1.07
H 6.07 2.49 1.44
H 5.18 3.21 2.72
H 1.79 2.26 1.16
H 2.63 3.82 1.77
H 3.61 4.40 -0.35
H 1.80 4.22 -0.38
H 3.04 3.36 -2.27
H 1.98 2.29 -1.78
H 4.34 -0.35 -1.95
H 2.82 0.26 -2.55
H 4.28 0.84 -3.28
H 5.51 2.92 -2.74
H 5.71 3.17 -1.06
H 6.20 1.59 -1.80
H 3.03 1.86 3.32
H 4.31 0.59 3.00
H 2.68 0.65 2.24
H 5.94 0.72 0.46
C -3.05 1.17 -4.43
C -2.73 -0.28 -4.83
C -3.38 -1.14 -3.65
C -4.82 -1.49 -3.69
C -5.07 -2.08 -5.09
C -4.70 -1.16 -6.28
N -3.29 -0.74 -6.12
O -2.76 -0.01 -7.17
C -4.62 -2.16 -7.42
C -5.74 0.01 -6.49
C -1.18 -0.53 -4.89
H -4.12 1.22 -4.21
H -2.43 1.66 -3.67
H -2.91 1.72 -5.36
H -2.81 -2.06 -3.55
H -3.33 -0.57 -2.72
H -5.06 -2.03 -2.78
H -5.46 -0.60 -3.69
H -6.13 -2.32 -5.17
H -4.70 -3.08 -5.28
H -5.55 -2.70 -7.57
H -3.74 -2.76 -7.19
H -4.40 -1.71 -8.39
H -5.37 0.67 -7.27
H -5.86 0.62 -5.60
H -6.68 -0.35 -6.92
H -0.69 -0.11 -4.01
H -0.88 -1.58 -4.86
H -0.76 -0.17 -5.83
H -2.16 -0.58 -7.65
```

- Orbital gap: 1.410 eV
- HOMO level: -12.126 eV
- DFT total energy: -2354.89180 Eh
- Energy above the lowest of the compared OMol25 structures with the same formula, charge and spin: 39.6 kcal per mole
- F_max: 3.550 eV/A
- Lowest unoccupied orbital energy: -10.7 eV
- Charge: +2